A 2-piece molecular cluster, C5H14 overall, computed with ωB97M-V with the def2-TZVPD basis set.

Structure (SMILES): CCC.CC
E in Ha: -198.8279
Energy above the lowest of the compared OMol25 structures with the same formula, charge and spin in kJ/mol: 160.8
Kohn-Sham gap in eV: 11.77
Highest occupied orbital energy in eV: -10.679

Geometry as XYZ:
```
19
Properties=species:S:1:pos:R:3:forces:R:3
C 0.3786 -2.5233 -1.2957 0.3 -0.1 -0.8
C -0.9483 -1.8222 -1.3165 -0.5 2.5 -0.5
C -0.9923 -0.2681 -0.9561 2.7 -1.7 -2.9
H 1.2823 -2.0036 -1.6234 -0.3 0.1 -0.3
H 0.2583 -3.4644 -1.8352 0.4 0.0 0.0
H 0.4904 -2.7492 -0.2633 0.8 -0.5 0.9
H -1.5973 -1.9679 -2.2356 0.8 0.0 1.2
H -1.3172 -2.1964 -0.4312 -2.3 -1.5 1.3
H -0.7770 0.0809 0.0353 0.9 -0.4 0.5
H -0.2633 0.0824 -1.7758 -1.3 0.7 1.5
H -1.9769 0.0369 -1.0809 -1.8 0.8 -0.9
C 0.0442 2.3381 2.1162 2.6 -2.1 -0.1
C 1.1980 1.9520 1.1419 1.0 -1.4 -0.2
H -0.4672 1.4268 2.4576 -0.1 0.3 -0.4
H 0.6038 2.6498 3.0178 -1.1 1.0 -0.5
H -0.5677 2.9504 1.5228 -1.2 1.4 0.3
H 2.1299 1.7267 1.7131 -0.7 -0.1 -0.5
H 1.5138 2.6348 0.3640 -0.2 1.2 0.4
H 1.0080 1.1162 0.4450 -0.2 -0.2 0.9
```
Forces are in eV/Å.